Formula: C43H32BrN7O6PRhS2
Source: the Open Molecules 2025 dataset
Level of theory: ωB97M-V/def2-TZVPD

Strongest force on any atom (eV Å⁻¹): 0.82
HOMO-LUMO gap (spin up / spin down) (eV): 6.07 / 6.07

```
93
C43H32BrN7O6PRhS2 (ωB97M-V/def2-TZVPD)
Rh 0.12 0.39 -0.23
Br -2.55 -2.23 -12.86
C -2.24 -1.88 -11.02
C -1.63 -2.85 -10.24
C -1.41 -2.60 -8.90
C -1.80 -1.38 -8.34
C -2.41 -0.42 -9.14
C -2.64 -0.67 -10.49
N -1.61 -1.03 -6.98
N -1.14 -1.94 -6.27
C -0.92 -1.68 -4.91
C -0.43 -2.78 -4.23
C -0.15 -2.79 -2.86
C -0.35 -1.64 -2.11
O -0.17 -1.57 -0.83
C -0.81 -0.47 -2.82
N -0.91 0.64 -2.04
C -1.39 1.76 -2.54
C -1.80 1.84 -3.87
C -1.65 0.75 -4.69
C -1.14 -0.46 -4.19
H -1.32 -3.79 -10.68
H -0.93 -3.34 -8.27
H -2.70 0.52 -8.70
H -3.11 0.08 -11.11
H -0.27 -3.68 -4.81
H 0.22 -3.68 -2.37
H -1.42 2.62 -1.88
H -2.20 2.77 -4.25
H -1.92 0.81 -5.73
O 1.51 1.59 -2.37
S 0.38 2.43 0.63
O 0.58 3.54 -0.29
O -0.69 2.62 1.60
C 1.94 2.24 1.55
C 2.83 3.29 1.63
C 4.02 3.11 2.33
C 4.30 1.89 2.93
C 3.39 0.84 2.85
C 2.22 1.01 2.14
P 0.91 -0.21 1.89
C 1.22 -2.00 2.03
C 0.09 -2.75 2.37
C 0.13 -4.13 2.38
C 1.30 -4.79 2.06
C 2.43 -4.06 1.72
C 2.38 -2.67 1.68
C -0.12 0.00 3.39
C 0.50 -0.42 4.57
C -0.13 -0.25 5.79
C -1.39 0.31 5.85
C -2.03 0.70 4.68
C -1.39 0.55 3.45
H 2.60 4.23 1.14
H 4.74 3.92 2.39
H 5.24 1.75 3.44
H 3.64 -0.12 3.28
H -0.84 -2.26 2.64
H -0.76 -4.69 2.64
H 1.34 -5.87 2.07
H 3.35 -4.57 1.48
H 3.27 -2.11 1.42
H 1.48 -0.88 4.54
H 0.37 -0.57 6.70
H -1.89 0.44 6.80
H -3.02 1.13 4.71
H -1.89 0.88 2.55
N 6.66 -4.70 -3.98
C 6.27 -3.74 -3.07
C 6.59 -2.39 -3.27
C 6.23 -1.44 -2.34
C 5.56 -1.81 -1.19
C 5.25 -3.15 -0.96
C 5.60 -4.11 -1.90
S 5.08 -0.61 0.01
O 5.19 -1.25 1.30
O 5.84 0.59 -0.22
N 3.47 -0.34 -0.16
C 3.04 0.30 -1.21
N 1.77 0.72 -1.27
C 2.16 2.80 -2.34
C 3.48 2.88 -2.44
C 4.20 1.65 -2.72
N 3.90 0.50 -2.30
H 6.88 -4.39 -4.91
H 6.20 -5.59 -3.94
H 7.13 -2.10 -4.16
H 6.49 -0.40 -2.49
H 4.75 -3.43 -0.05
H 5.37 -5.15 -1.72
H 1.49 3.64 -2.37
H 3.96 3.84 -2.54
H 5.02 1.71 -3.45
```

=====

Formula: C28H26BCrN5O8S
Source: the Open Molecules 2025 dataset
Level of theory: ωB97M-V/def2-TZVPD

Total charge: -1
Relative energy (zero: lowest compared OMol25 entry of this formula, charge and spin) (kJ/mol): 157.0
Spin multiplicity: 4
<S²>: 3.815
Strongest force on any atom (eV Å⁻¹): 2.50
HOMO-LUMO gap (spin up / spin down) (eV): 6.36 / 6.19

```
70
C28H26BCrN5O8S (ωB97M-V/def2-TZVPD)
Cr 0.17 -0.09 -1.12
C 1.71 0.16 -3.03
C 2.94 -0.04 -2.38
C 3.12 1.00 -1.45
C 2.05 1.87 -1.56
C 1.14 1.36 -2.53
H 1.39 -0.38 -3.91
H 3.64 -0.83 -2.59
H 3.97 1.11 -0.80
H 1.92 2.81 -1.04
H 0.40 1.96 -3.03
N 4.53 -3.54 -0.13
C 3.50 -4.41 -0.28
O 3.67 -5.61 -0.17
C 2.15 -3.83 -0.59
C 1.12 -4.76 -0.78
C -0.13 -4.28 -1.11
C -0.31 -2.92 -1.28
N 0.66 -2.00 -1.11
C 1.86 -2.48 -0.74
H 5.43 -3.93 0.08
H 4.43 -2.55 -0.20
H 1.33 -5.81 -0.65
H -0.97 -4.95 -1.24
H -1.28 -2.54 -1.57
H 2.61 -1.72 -0.57
O -1.03 -0.77 -3.73
B -1.33 -0.31 -2.44
O -2.70 -0.10 -2.35
C -3.23 -0.40 -3.56
C -4.54 -0.36 -4.00
C -4.78 -0.73 -5.31
C -3.75 -1.13 -6.16
C -2.44 -1.18 -5.72
C -2.20 -0.82 -4.41
H -5.34 -0.04 -3.34
H -5.79 -0.72 -5.69
H -3.98 -1.42 -7.17
H -1.63 -1.49 -6.37
N 1.48 1.15 1.63
C 1.19 2.19 2.53
C 0.67 3.39 2.07
C 0.32 4.39 2.96
C 0.48 4.19 4.31
C 1.02 3.01 4.79
C 1.38 2.01 3.90
S 0.20 5.53 5.50
O -0.64 6.50 4.80
O -0.45 4.90 6.64
O 1.57 5.97 5.74
H 2.09 0.44 2.01
H 1.77 1.47 0.71
H 0.54 3.54 1.00
H -0.08 5.34 2.63
H 1.17 2.91 5.85
H 1.84 1.10 4.26
C -1.84 -1.45 3.86
N -1.71 -0.60 2.70
C -2.11 0.69 2.76
C -1.93 1.55 1.73
C -1.23 1.05 0.59
O -0.84 1.70 -0.41
N -0.91 -0.26 0.54
C -1.10 -1.12 1.55
O -0.76 -2.29 1.50
H -2.90 -1.69 4.04
H -1.42 -0.96 4.74
H -1.30 -2.38 3.65
H -2.58 1.01 3.69
H -2.23 2.58 1.78
```

=====

Formula: C50H28F5N4RbSe
Source: the Open Molecules 2025 dataset
Level of theory: ωB97M-V/def2-TZVPD

Total charge: -2
Relative energy (zero: lowest compared OMol25 entry of this formula, charge and spin) (kJ/mol): 20.2
Strongest force on any atom (eV Å⁻¹): 1.46
HOMO-LUMO gap (eV): 5.52

```
89
C50H28F5N4RbSe (ωB97M-V/def2-TZVPD)
Rb -0.32 0.03 0.38
C -4.09 6.12 -2.78
C -4.54 4.90 -2.30
C -3.64 3.91 -1.94
C -2.26 4.12 -2.05
C -1.82 5.35 -2.54
C -2.73 6.34 -2.90
C -1.29 3.05 -1.66
C -1.31 1.87 -2.44
C -2.10 1.68 -3.66
C -1.77 0.46 -4.14
C -0.79 -0.10 -3.21
C -0.16 -1.35 -3.39
C -0.58 -2.14 -4.59
C -1.81 -2.81 -4.61
C -2.21 -3.54 -5.72
C -1.38 -3.62 -6.84
C -0.15 -2.97 -6.83
C 0.24 -2.23 -5.71
C 0.84 -1.92 -2.57
N 1.32 -1.38 -1.43
C 2.27 -2.21 -0.96
C 3.05 -1.98 0.19
C 4.01 -3.06 0.58
C 5.38 -2.92 0.39
C 6.26 -3.93 0.75
C 5.78 -5.11 1.31
C 4.41 -5.27 1.50
C 3.54 -4.25 1.14
C 3.04 -0.83 0.99
C 3.89 -0.60 2.16
C 3.57 0.62 2.64
C 2.52 1.14 1.77
N 2.24 0.24 0.80
C 1.93 2.43 1.90
C 1.00 3.04 1.04
C 0.37 4.34 1.27
C -0.53 4.52 0.27
C -0.46 3.32 -0.56
N 0.48 2.47 -0.07
C 2.32 3.20 3.12
C 1.96 2.76 4.39
C 2.32 3.48 5.53
C 3.05 4.65 5.41
C 3.42 5.11 4.15
C 3.06 4.38 3.02
C 2.40 -3.37 -1.84
C 1.51 -3.19 -2.84
N -0.55 0.77 -2.21
H -4.80 6.89 -3.06
H -5.61 4.72 -2.19
H -3.99 2.96 -1.55
H -0.76 5.52 -2.64
H -2.36 7.29 -3.28
H -2.78 2.41 -4.08
H -2.14 -0.01 -5.04
H -2.45 -2.74 -3.74
H -3.16 -4.04 -5.72
H -1.69 -4.19 -7.70
H 0.50 -3.02 -7.69
H 1.19 -1.72 -5.70
H 5.75 -2.00 -0.05
H 7.33 -3.80 0.60
H 6.47 -5.90 1.60
H 4.03 -6.18 1.94
H 2.47 -4.37 1.29
H 4.63 -1.29 2.55
H 4.01 1.13 3.49
H 0.57 5.01 2.09
H -1.19 5.36 0.13
H 1.38 1.85 4.48
H 2.02 3.12 6.51
H 3.33 5.22 6.30
H 3.99 6.02 4.05
H 3.35 4.74 2.04
H 3.09 -4.19 -1.71
H 1.33 -3.84 -3.68
F -7.28 -5.31 5.60
C -6.42 -4.37 5.14
C -6.62 -3.78 3.91
F -7.68 -4.15 3.17
C -5.74 -2.82 3.45
F -6.01 -2.30 2.24
C -4.62 -2.39 4.17
Se -3.44 -1.07 3.55
C -4.46 -3.02 5.41
F -3.43 -2.71 6.21
C -5.33 -3.99 5.89
F -5.13 -4.56 7.09
```